DFT (ωB97M-V with the def2-TZVPD basis set) results for a molecular structure, C35H53BN5P2Pt in a non-equilibrium geometry.

```
! wB97M-V def2-TZVPD RIJCOSX def2/J DEFGRID3
* xyz 1 3
Pt -0.6350 0.2101 0.6001
C -1.2056 1.5026 -2.9890
C -1.3686 2.8496 -2.2689
C -0.8832 3.9896 -3.1586
C -2.8430 3.0574 -1.9218
P -0.4014 2.6333 -0.6486
C 1.3211 2.2113 -1.2750
N 1.9942 1.4992 -0.2276
B 1.3310 0.6335 0.7026
N 2.2511 0.4330 1.7754
C 1.9388 -0.0938 3.0767
P 0.0783 -0.3364 3.2284
C -0.0990 -2.2125 3.4826
C 0.6925 -2.8950 2.3651
C -1.5768 -2.5625 3.2891
C 0.4005 -2.7265 4.8273
C -0.2904 0.5858 4.8695
C -0.2647 2.0746 4.5076
C -1.7128 0.2185 5.2873
C 0.6715 0.3600 6.0339
C 3.4337 1.0580 1.4611
C 4.6454 1.1238 2.1334
C 5.6662 1.8677 1.5681
C 5.4981 2.5288 0.3520
C 4.3066 2.4565 -0.3421
C 3.2684 1.7228 0.2140
C -0.0553 4.2752 0.2627
C 0.7883 3.8637 1.4744
C -1.3920 4.8407 0.7454
C 0.7018 5.3561 -0.5048
H -2.0753 1.2919 -3.6088
H -1.0955 0.6838 -2.2697
H -0.3362 1.5124 -3.6433
H -1.3375 3.9068 -4.1460
H 0.1966 3.9685 -3.2875
H -1.1773 4.9499 -2.7452
H -3.4426 3.0702 -2.8292
H -2.9994 4.0026 -1.4133
H -3.2055 2.2570 -1.2806
H 1.8695 3.1169 -1.5394
H 1.2211 1.5884 -2.1680
H 2.2642 0.6294 3.8326
H 2.4603 -1.0361 3.2799
H 0.4618 -2.4309 1.4090
H 0.4203 -3.9475 2.3150
H 1.7664 -2.8450 2.5211
H -1.9343 -2.1573 2.3414
H -2.1925 -2.1745 4.0951
H -1.7007 -3.6446 3.2666
H 1.4028 -2.3619 5.0388
H 0.4379 -3.8145 4.7980
H -0.2603 -2.4493 5.6430
H -0.9581 2.2888 3.6946
H 0.7328 2.3982 4.2149
H -0.5649 2.6645 5.3732
H -2.3890 0.3018 4.4375
H -2.0632 0.8911 6.0685
H -1.7604 -0.7944 5.6756
H 1.7028 0.5783 5.7720
H 0.6177 -0.6486 6.4243
H 0.3948 1.0412 6.8373
H 4.7931 0.6001 3.0662
H 6.6184 1.9258 2.0708
H 6.3179 3.0987 -0.0560
H 4.1974 2.9430 -1.2989
H 0.3912 2.9561 1.9297
H 0.7870 4.6566 2.2211
H 1.8225 3.6841 1.1905
H -2.0216 4.0567 1.1658
H -1.9272 5.3225 -0.0690
H -1.2237 5.5944 1.5145
H 1.6594 5.0022 -0.8783
H 0.9072 6.1763 0.1827
H 0.1249 5.7532 -1.3329
N -8.1234 -0.6698 -0.2641
C -7.0005 -0.5500 -0.0668
C -5.6088 -0.3951 0.1092
C -4.7334 -0.7490 -0.9264
C -3.3797 -0.5757 -0.7406
N -2.8496 -0.0894 0.3884
C -3.6859 0.2528 1.3731
C -5.0554 0.1228 1.2867
H -5.1155 -1.1567 -1.8495
H -2.6876 -0.8460 -1.5278
H -3.2218 0.6495 2.2680
H -5.6900 0.4180 2.1064
C 0.5442 -4.4694 -1.5406
C -0.7556 -4.2897 -1.0973
C -1.1684 -3.0193 -0.7330
N -0.3823 -1.9477 -0.7956
C 0.8661 -2.1278 -1.2280
C 1.3714 -3.3578 -1.6032
H 0.8986 -5.4433 -1.8397
H -1.4516 -5.1108 -1.0511
H -2.1825 -2.8545 -0.3965
H 1.4824 -1.2409 -1.2663
H 2.3896 -3.4417 -1.9452
*
```

Gap between HOMO and LUMO (alpha / beta) (Eh): 0.1915 / 0.2057
⟨S²⟩: 2.009
Max |F| (eV/Å): 1.58
ΔE to the lowest compared entry with this formula, charge and spin (eV): 0.700
Lowest unoccupied orbital energy (alpha / beta) (eV): -3.270 / -4.222
HOMO (alpha / beta) (Eh): -0.3117 / -0.3608